Record 1
ORCA calculation (ωB97M-V/def2-TZVPD) on C13H28FeN6O6S as an isolated structure at a distorted geometry.

Its expectation value of S² is 6.1096. As for the multiplicity: 5. For the HOMO energy (alpha / beta), the calculation gives -6.76 / -6.75 eV.

Positions of all 55 atoms, in Å:
O1 -1.7979 1.4771 -3.7610
H1 -2.0380 1.6930 -4.6868
Fe1 -0.2402 -0.4562 -1.0338
N1 -2.0079 -0.9750 -1.2629
N2 -1.4033 1.1756 -0.1611
N3 1.1079 -1.6404 -1.2279
N4 1.3859 0.5931 -0.3291
O2 -2.0168 -2.2242 -1.5932
O3 0.7917 -2.7638 -1.9654
O4 1.3775 1.6562 0.5022
O5 -1.0668 1.9966 0.8076
C1 -2.7251 1.0535 -0.4431
C2 -3.0336 -0.0865 -1.2302
C3 2.4060 -1.3482 -1.0216
C4 2.5545 -0.1002 -0.3318
C5 -4.2554 -0.2954 -2.0715
H2 -4.1543 0.1933 -3.0644
H3 -5.1341 0.1875 -1.5828
H4 -4.4796 -1.3699 -2.2075
C6 -3.6461 2.0770 0.0958
H5 -3.3157 3.0587 -0.2609
H6 -3.5597 2.0720 1.2029
H7 -4.6772 1.8730 -0.2025
C7 3.4748 -2.1998 -1.5938
C8 3.8068 0.3982 0.3090
H8 3.2926 -2.5595 -2.6085
H9 3.7259 -3.0707 -0.9804
H10 4.4045 -1.6134 -1.6293
H11 3.5316 1.2376 0.9511
H12 4.5002 0.7669 -0.4625
H13 4.2559 -0.4135 0.9020
H14 -0.1927 -2.8529 -1.8377
H15 0.3385 1.8203 0.6197
C9 -0.1594 3.1544 -2.8708
H16 -1.2524 3.1220 -3.0249
H17 0.4315 2.4598 -3.3753
H18 0.2653 3.4071 -1.8105
O6 -0.2429 -0.0463 -2.8048
H19 -1.0132 0.8666 -3.5466
H20 0.6623 -0.4818 -3.0451
S1 -0.9472 -1.5465 0.7928
C10 -0.0276 -1.1287 2.2042
N5 -0.0924 0.1244 2.6969
C11 0.4115 0.4750 4.0059
C12 1.5617 -0.4269 4.4159
C13 1.2523 -1.8800 4.1310
N6 0.7800 -2.0117 2.7502
H21 -0.6493 0.8010 2.1486
H22 -0.4203 0.3755 4.7246
H23 0.7203 1.5194 3.9846
H24 1.7602 -0.2976 5.4827
H25 2.4707 -0.1240 3.8862
H26 0.4654 -2.2452 4.8000
H27 2.1361 -2.5092 4.2460
H28 0.6777 -2.9672 2.3680

---

Record 2
ORCA calculation (ωB97M-V/def2-TZVPD) on C28H40BCrF5N8S as an isolated structure.

Its expectation value of S² is 3.7927. As for the multiplicity: 4. For the HOMO energy (alpha / beta), the calculation gives -11.11 / -11.21 eV. As for the charge: +1.

Positions of all 84 atoms, in Å:
Cr1 -0.1193 -0.0479 -0.0449
C1 2.9799 -2.8941 -1.4917
C2 3.1873 -1.4432 -1.9409
C3 2.3415 -1.1439 -3.1729
C4 3.0709 -0.4822 -0.7873
C5 4.2470 0.0209 -0.2191
C6 3.8452 0.8373 0.8093
N1 2.5105 0.8246 0.8470
N2 2.0171 0.0174 -0.1168
B1 1.6482 1.6978 1.7560
N3 0.7660 2.5497 0.8528
C7 0.7348 3.8825 0.7749
C8 -0.1989 4.2428 -0.1715
C9 -0.7174 3.0352 -0.6433
N4 -0.1140 2.0147 -0.0121
C10 -1.7764 2.8927 -1.6877
C11 -3.0764 3.5750 -1.2509
C12 -1.2890 3.4656 -3.0221
N5 0.7428 0.7803 2.5648
C13 0.6364 0.6939 3.8917
C14 -0.3532 -0.2190 4.1889
C15 -0.8263 -0.6560 2.9500
N6 -0.1365 -0.0448 1.9726
C16 -1.9136 -1.6616 2.7454
C17 -3.1889 -1.2296 3.4758
C18 -1.4416 -3.0239 3.2719
H1 3.5314 -3.5649 -2.1462
H2 3.3569 -3.0394 -0.4814
H3 1.9265 -3.1476 -1.5538
H4 4.2341 -1.3369 -2.2446
H5 1.3037 -1.4173 -3.0223
H6 2.4101 -0.0968 -3.4521
H7 2.7129 -1.7365 -4.0051
H8 5.2462 -0.1986 -0.5334
H9 4.4278 1.4174 1.4934
H10 2.3142 2.3658 2.4603
H11 1.3680 4.4936 1.3814
H12 -0.4699 5.2302 -0.4858
H13 -1.9911 1.8362 -1.8235
H14 -2.9392 4.6488 -1.1613
H15 -3.8531 3.3885 -1.9898
H16 -3.4120 3.1857 -0.2921
H17 -1.1598 4.5419 -2.9463
H18 -0.3363 3.0255 -3.3112
H19 -2.0199 3.2641 -3.8027
H20 1.2598 1.2733 4.5395
H21 -0.6896 -0.5256 5.1585
H22 -2.1459 -1.7309 1.6769
H23 -3.0056 -1.1522 4.5440
H24 -3.5395 -0.2675 3.1107
H25 -3.9734 -1.9639 3.3116
H26 -1.3581 -2.9961 4.3558
H27 -2.1593 -3.7962 3.0063
H28 -0.4618 -3.2864 2.8728
F1 -2.7483 0.0068 -6.3046
C19 -2.7023 -0.0815 -4.9807
C20 -1.4780 -0.0357 -4.3134
F2 -0.3393 0.0942 -4.9883
C21 -1.4671 -0.1276 -2.9338
F3 -0.2801 0.0029 -2.2360
C22 -2.6263 -0.2683 -2.1608
S1 -2.5258 -0.2985 -0.4283
C23 -3.8411 -0.3099 -2.8621
F4 -4.9820 -0.4254 -2.1900
C24 -3.8835 -0.2131 -4.2477
F5 -5.0496 -0.2488 -4.8818
C25 0.2033 -5.1189 -1.1942
C26 -0.9377 -4.1399 -1.4681
C27 -1.3820 -4.2442 -2.9304
C28 -2.1396 -4.4746 -0.5749
N7 -0.5026 -2.7302 -1.3281
N8 -0.0507 -2.2724 -0.0414
H29 -0.1904 -6.1320 -1.2134
H30 0.6559 -4.9621 -0.2160
H31 0.9683 -5.0456 -1.9609
H32 -1.5538 -5.2827 -3.1917
H33 -0.6271 -3.8385 -3.5976
H34 -2.3090 -3.6966 -3.0852
H35 -2.5622 -5.4161 -0.9148
H36 -2.9123 -3.7104 -0.6559
H37 -1.8646 -4.5940 0.4712
H38 -1.3424 -2.1906 -1.5383
H39 0.9163 -2.5919 0.0719
H40 -0.5975 -2.7148 0.7107

---

Record 3
ORCA calculation (ωB97M-V/def2-TZVPD) on C5H6Cl2GaO3SYb as an isolated structure at a distorted geometry.

Its expectation value of S² is 0.8184. As for the multiplicity: 2. For the HOMO energy (alpha / beta), the calculation gives -21.14 / -21.45 eV. As for the charge: +4.

Positions of all 19 atoms, in Å:
Ga1 1.4870 -2.4163 -3.7500
Yb1 0.6656 -0.2300 0.0367
Cl1 0.5111 -1.9576 -1.8291
Cl2 1.9164 1.7961 -0.2245
C1 1.8880 0.3266 2.2874
C2 1.1017 -3.8415 -5.1228
C3 3.1775 -2.1531 -4.6373
O1 2.3773 0.9225 3.1358
O2 1.2821 -4.4910 -6.0830
O3 4.0520 -2.2558 -5.3958
C4 -3.0982 0.7320 2.5439
S1 -1.3743 0.6924 2.0224
C5 -0.9534 2.4157 2.2695
H1 -3.4885 -0.2961 2.4268
H2 -3.6527 1.3883 1.8529
H3 -3.2584 1.0406 3.5636
H4 -1.7440 3.0267 1.7834
H5 -0.8985 2.6703 3.3370
H6 0.0094 2.6303 1.7831